Entry from OMol25: C27H25N8O4SSn as an isolated structure (ωB97M-V/def2-TZVPD).

Computed properties:
Total energy   -65186.4584 eV
Relative energy (zero: lowest compared OMol25 entry of this formula, charge and spin)   5.4 kJ/mol
Total charge   -1

```
66
Properties=species:S:1:pos:R:3:lowdin_charge:R:1
Sn 0.5796 0.9333 -0.1636 1.33
O -0.9800 4.8791 -0.1149 0.06
C -1.0148 3.6718 -0.2540 -0.59
O -0.0275 2.9191 -0.6089 -0.26
C -2.3691 2.9755 -0.0453 -0.17
C -3.5208 3.7961 -0.1337 0.00
C -4.7414 3.2135 -0.0401 -0.01
C -4.8383 1.8190 0.1790 -0.15
C -6.0907 1.1661 0.2448 -0.05
C -6.1450 -0.1807 0.4410 -0.08
C -4.9530 -0.9118 0.6152 -0.04
C -3.7150 -0.3212 0.5930 -0.14
C -3.6393 1.0842 0.3261 -0.15
N -2.4156 1.6891 0.1866 0.16
H -3.3790 4.8558 -0.2842 0.11
H -5.6513 3.7964 -0.1304 0.11
H -6.9937 1.7542 0.1293 0.11
H -7.0981 -0.6936 0.4741 0.10
H -5.0124 -1.9808 0.7818 0.11
H -2.5966 -2.1274 0.4281 0.13
N 4.0280 0.9042 -6.9015 0.08
C 3.8989 0.6975 -5.5267 -0.33
C 2.9774 1.4366 -4.7848 -0.03
C 2.8736 1.2568 -3.4176 -0.05
C 3.6954 0.3428 -2.7729 -0.28
C 4.6261 -0.3884 -3.4990 -0.06
C 4.7274 -0.2098 -4.8671 -0.03
S 3.5055 0.0149 -1.0494 0.56
O 2.8659 1.2400 -0.4910 -0.48
O 4.8076 -0.2899 -0.5297 -0.29
N 2.3696 -1.0465 -0.8725 -0.20
C 2.4646 -2.3636 -1.1768 -0.46
N 1.3535 -3.0837 -0.8931 0.12
C 1.4187 -4.3820 -1.1175 -0.16
C 2.5439 -5.0135 -1.6339 -0.09
C 3.6001 -4.1785 -1.9463 -0.15
N 3.5800 -2.8699 -1.7361 0.12
H 3.2101 1.2775 -7.3544 0.08
H 4.4275 0.1328 -7.4102 0.08
H 2.3435 2.1608 -5.2833 0.11
H 2.1665 1.8484 -2.8500 0.10
H 5.2595 -1.0949 -2.9819 0.10
H 5.4579 -0.7765 -5.4334 0.11
H 0.5233 -4.9521 -0.8827 0.10
H 2.5846 -6.0809 -1.7936 0.08
H 4.5072 -4.5750 -2.3948 0.10
C -0.8140 -2.0229 2.4754 -0.05
C -2.1762 -1.3300 2.3885 -0.59
C -2.1179 0.0185 3.1068 -0.04
C -3.2270 -2.2094 3.0675 -0.06
C -2.4916 -1.1396 0.8874 -0.12
H -0.5403 -2.2028 3.5176 0.09
H -0.0283 -1.4136 2.0229 0.06
H -0.8253 -2.9820 1.9505 0.08
H -1.7762 -0.1100 4.1365 0.08
H -3.1023 0.4928 3.1373 0.09
H -1.4349 0.7040 2.6063 0.05
H -2.9176 -2.4345 4.0909 0.08
H -3.3515 -3.1588 2.5380 0.08
H -4.1980 -1.7132 3.1161 0.07
H -1.6288 -0.6737 0.4182 0.03
N 1.0023 1.4505 1.9168 0.02
C 1.0805 1.6257 3.0719 -0.33
N 1.2602 1.8619 4.2976 0.08
C 0.4540 1.5502 5.2873 -0.41
N -0.1888 1.2972 6.2172 0.08
```